Record 1
176
Properties=species:S:1:pos:R:3:forces:R:3 method="wB97M-V/def2-TZVPD" total_energy_ha=-7475.2639 e_homo_ev=-4.970 mol_weight_g_mol=1318.43 largest_force_ev_per_a=4.08 multiplicity=1 gap_ev=6.460 total_charge=-1
C 2.65190 0.22564 0.04257 -0.392 -1.089 -0.470
C 2.07103 0.65675 1.36635 -1.035 -1.492 1.092
C 2.08940 2.17530 1.44553 1.005 0.609 -2.290
C 1.11054 2.83240 0.42654 1.568 -0.604 0.107
C -0.20528 2.24587 0.75482 -1.712 -0.180 -1.293
C -0.36571 0.74512 0.56063 0.710 -0.835 2.527
N 0.60717 0.09588 1.52432 2.061 -0.158 -1.422
O 0.68582 -1.32304 1.28641 -0.516 0.673 -0.250
C -0.43267 0.39157 -0.90417 1.769 1.417 -0.907
C -1.68365 0.33098 1.15740 -2.141 -0.896 0.276
C 2.88934 -0.00244 2.52404 0.516 0.553 -1.455
H 2.29926 -0.78500 -0.20562 -0.234 0.272 0.162
H 3.71436 0.13109 -0.03313 0.985 0.308 0.456
H 2.33913 0.88876 -0.73479 -0.160 0.355 -0.711
H 3.15395 2.46063 1.17644 -1.012 0.036 0.684
H 1.75108 2.61547 2.34462 0.239 0.004 1.621
H 1.41260 2.54122 -0.58797 -0.145 0.375 -0.004
H 1.13811 3.93393 0.49822 -0.082 -0.435 0.017
H -0.97040 2.59624 0.07299 -0.415 0.816 -0.122
H -0.52309 2.50329 1.73994 -0.147 0.244 0.914
H 0.38256 0.92965 -1.46839 -0.877 -0.273 0.349
H -1.39693 0.72352 -1.30958 0.214 -0.292 0.013
H -0.21531 -0.63255 -1.08510 -0.428 -0.770 -0.055
H -2.46292 0.86532 0.63333 -0.524 0.553 -0.168
H -1.84447 0.54773 2.24192 0.565 -0.196 -0.815
H -2.00614 -0.73571 0.95450 0.940 0.877 0.372
H 2.86675 -1.07343 2.45847 -0.221 -0.603 -0.393
H 2.45347 0.20653 3.47533 -0.098 0.639 0.823
H 3.96758 0.26393 2.42564 -0.698 0.231 0.409
C -4.20191 2.85516 -6.83790 -0.753 1.344 1.170
Cl -3.12344 3.70691 -7.87903 0.288 0.505 -0.490
Cl -5.91900 3.05407 -7.28014 0.578 -0.293 -0.139
Cl -4.02150 3.36474 -5.12823 0.122 0.032 -0.258
H -3.87787 1.86288 -6.82534 -0.147 -1.608 -0.274
C 5.00405 3.19439 -1.53278 -0.450 -1.148 -0.780
Cl 6.04334 2.49142 -0.36180 0.425 -0.270 0.730
Cl 5.60231 2.91327 -3.16484 0.486 -0.063 -0.829
Cl 4.67141 4.83609 -1.28768 -0.183 1.854 0.454
H 4.06058 2.69119 -1.56509 -0.440 -0.444 0.556
C -6.22571 1.42582 -1.84450 0.443 0.043 -1.433
Cl -4.44297 1.21844 -1.59386 -0.856 0.117 -0.139
Cl -6.51507 3.01652 -2.64383 0.027 -0.437 0.471
Cl -7.11725 1.23605 -0.38564 -0.190 0.085 0.473
H -6.58913 0.68244 -2.58120 0.606 0.340 0.627
C -2.02463 5.02252 -2.04761 -0.165 -0.303 -0.943
C -1.60645 6.03619 -1.04016 -0.379 0.611 -0.272
O -1.92649 5.92557 0.13858 0.780 0.454 -0.404
N -0.94092 7.14469 -1.54685 -1.045 -0.287 3.039
C -0.22229 7.19202 -2.77437 0.040 1.414 -0.807
H -2.66200 5.43862 -2.86429 0.745 -0.143 0.490
H -2.57814 4.22706 -1.59022 -0.399 -0.244 0.540
H -1.13267 4.54438 -2.44892 0.055 0.062 -0.458
H -0.72060 7.78057 -0.73864 0.041 -0.709 -1.561
H -0.55482 6.48544 -3.51757 -0.572 -0.088 -0.123
H 0.79830 6.95604 -2.63065 1.347 -0.222 0.305
H -0.24270 8.22079 -3.20547 -0.197 -0.751 0.204
C -5.27390 -1.62910 0.58798 1.133 1.116 1.184
C -6.24139 -2.73472 0.57749 0.009 -1.529 -0.904
O -6.86463 -2.99566 1.58916 -0.699 -0.274 -0.096
N -6.19770 -3.56660 -0.53390 0.213 0.440 0.482
C -7.02749 -4.77240 -0.60013 0.811 0.413 -1.034
H -4.85787 -1.20658 -0.33502 -0.509 -0.214 0.231
H -4.45701 -2.10117 1.13557 0.567 -0.091 -0.226
H -5.56925 -0.89196 1.36560 -0.190 -0.100 -0.992
H -5.62509 -3.24597 -1.31087 -0.292 -0.033 0.068
H -6.86409 -5.37766 0.27725 -0.310 -0.114 0.324
H -6.86308 -5.40655 -1.50223 0.521 0.677 0.547
H -8.02203 -4.41740 -0.72772 -1.215 -0.205 0.481
C 3.20168 -4.57988 -5.75241 -1.115 -0.093 -0.967
C 2.92112 -5.80875 -4.87447 0.698 0.800 0.319
O 3.81968 -6.62573 -4.71599 -0.514 -0.034 -0.226
N 1.68179 -5.95571 -4.28965 1.435 0.247 -0.536
C 1.58987 -7.09706 -3.41195 -0.514 0.487 1.346
H 2.43331 -3.80814 -5.65756 -0.154 -0.117 0.017
H 3.16264 -4.92556 -6.81619 0.031 0.218 0.784
H 4.15444 -4.06700 -5.63383 0.168 -0.576 0.457
H 1.12771 -5.15407 -4.00820 -0.023 0.093 -0.238
H 0.65734 -6.95197 -2.82660 0.609 -0.448 -0.307
H 2.45371 -7.15593 -2.70998 -0.621 0.033 -0.460
H 1.57147 -7.98771 -4.01103 -0.117 -0.590 -0.058
C 3.91271 -6.47487 0.46786 2.703 1.036 -0.817
C 2.56825 -6.01262 0.28458 -4.053 -0.144 0.419
O 1.66652 -6.84805 0.09566 0.718 0.775 -0.118
N 2.24689 -4.67803 0.30015 -0.106 -0.009 -0.584
C 2.97357 -3.59264 0.96495 -0.067 -1.494 0.552
H 4.09594 -7.01507 -0.46033 0.482 0.120 -0.176
H 4.11047 -7.19861 1.22302 -0.438 -0.372 0.892
H 4.61855 -5.62406 0.57940 -0.156 -0.686 -0.173
H 1.26416 -4.47154 0.10330 0.556 -0.441 0.117
H 3.92843 -3.38207 0.51530 0.294 0.317 -0.548
H 3.19344 -3.99173 1.96210 0.090 0.770 0.098
H 2.31000 -2.73052 1.00440 0.141 0.199 0.159
C -3.76517 -4.28177 -3.22439 0.238 -0.282 0.587
C -3.63333 -2.79361 -3.19862 -0.677 0.259 0.961
O -4.45484 -2.06553 -2.61790 0.365 -0.386 -0.704
N -2.53797 -2.31562 -3.80752 -0.725 0.370 -0.335
C -2.37293 -0.85869 -3.81415 0.120 -1.704 0.813
H -2.75406 -4.68740 -3.08772 -0.291 -0.277 0.081
H -4.11490 -4.58226 -4.20578 -0.237 -0.194 -0.080
H -4.44479 -4.61743 -2.41456 0.468 0.080 -0.651
H -1.78952 -2.97220 -3.91208 0.541 -0.020 -0.221
H -1.45022 -0.63347 -4.30317 0.465 0.380 -0.443
H -2.30951 -0.62835 -2.75737 -0.136 0.944 -0.007
H -3.24816 -0.44849 -4.29367 -0.035 0.519 0.004
C 6.32725 0.22967 5.57411 -1.817 0.269 1.466
C 5.95612 1.17317 4.48739 0.834 1.082 -0.935
O 6.59146 1.17251 3.42267 -0.874 0.133 0.648
N 5.06181 2.16093 4.80904 1.039 -0.642 -0.361
C 4.85818 3.24777 3.82595 -2.186 -1.407 1.347
H 5.44697 0.01728 6.23490 0.643 0.102 -0.480
H 7.03253 0.75825 6.21520 0.290 -0.245 -0.088
H 6.69801 -0.68104 5.17345 0.556 -0.621 -0.274
H 4.47999 1.98308 5.62934 0.141 0.527 -0.406
H 5.76554 3.62628 3.41392 0.660 0.380 0.154
H 4.17261 3.95880 4.31398 0.702 0.205 -0.287
H 4.27474 2.79595 3.03687 -0.024 0.166 -0.637
C -4.65303 6.81343 0.43397 -2.596 -0.523 0.106
C -5.13041 5.40305 0.89307 -0.810 0.722 0.241
O -6.26163 5.00925 0.66976 -0.243 0.111 -0.379
N -4.26665 4.66129 1.61172 2.251 0.554 -0.449
C -4.43342 3.24649 1.86369 -0.961 -0.009 -0.420
H -4.49875 6.70042 -0.62622 0.136 0.184 -0.518
H -3.75916 7.13897 0.88402 0.939 0.381 0.601
H -5.50645 7.55810 0.57466 1.130 -1.101 -0.073
H -3.29421 4.98327 1.48125 -0.719 -0.399 0.249
H -3.65316 2.92468 2.51282 0.556 -0.237 0.584
H -4.42406 2.59988 0.97976 0.140 0.335 -0.203
H -5.39966 3.07099 2.32524 -0.084 0.043 0.222
C 1.43859 -2.49308 -2.51997 0.762 -2.536 -0.327
C 0.23471 -3.27329 -2.05830 -0.700 -2.437 -0.675
O -0.26009 -4.24976 -2.70090 0.856 1.531 -0.118
N -0.29030 -2.97382 -0.88130 0.506 0.317 0.750
C -1.42615 -3.66781 -0.34355 -1.412 -0.156 0.316
H 2.28510 -2.68423 -1.85220 -0.121 -0.239 0.063
H 1.22208 -1.49751 -2.36806 -0.288 2.489 -0.327
H 1.77328 -2.80477 -3.53976 -0.600 0.580 0.763
H 0.10266 -2.24995 -0.25983 0.250 0.177 0.287
H -1.52715 -3.45695 0.72990 0.067 0.477 -0.379
H -1.41108 -4.75992 -0.37348 0.514 0.054 -0.542
H -2.34085 -3.33975 -0.88532 0.335 -0.220 0.519
C -0.69771 -0.73732 4.70127 0.602 1.748 0.070
C 0.03613 -2.02626 4.83860 0.171 -1.164 -0.956
O 0.20613 -2.53893 5.93190 0.089 -0.164 1.531
N 0.50822 -2.62971 3.73003 0.096 -0.862 0.598
C 1.26338 -3.89483 3.78240 0.410 1.003 0.891
H -0.34996 -0.17616 3.82270 0.032 -0.184 0.037
H -0.40224 -0.13184 5.60510 -0.686 -0.486 -0.810
H -1.78809 -0.79019 4.60055 0.266 -0.401 0.348
H 0.48660 -2.14777 2.84228 -0.036 0.657 -1.050
H 2.33832 -3.71418 4.07040 -1.042 -0.271 0.071
H 1.28070 -4.35225 2.82614 -0.091 -0.048 -1.149
H 0.79697 -4.65652 4.40559 0.050 0.409 0.510
C 2.64111 5.45107 -4.65489 1.141 -1.202 0.321
C 1.56303 4.39412 -4.88220 -0.825 1.857 -0.932
O 0.52444 4.68879 -5.48825 0.708 -0.268 0.695
N 1.74337 3.18199 -4.35986 0.265 -1.200 0.677
C 0.70065 2.19636 -4.40805 -0.259 -0.303 -1.155
H 2.35935 6.13269 -3.83255 0.200 -0.535 -0.293
H 2.76497 6.04359 -5.55222 -0.131 0.062 -0.183
H 3.62982 4.93067 -4.44525 -1.075 0.854 0.041
H 2.63222 2.79229 -4.09564 0.325 0.726 0.061
H 0.86585 1.42527 -3.69036 0.114 -0.305 0.842
H 0.67207 1.68279 -5.36861 0.008 0.055 -0.314
H -0.26388 2.65305 -4.29345 -0.412 0.249 0.293
C 1.25474 1.51499 8.52117 0.353 0.983 -1.151
C 2.34217 0.69036 7.86420 0.803 0.583 -0.327
O 3.51672 1.12367 7.73891 -1.846 -1.017 0.327
N 1.93267 -0.52608 7.45646 1.174 -0.569 0.189
C 2.90285 -1.52920 7.02058 -0.045 1.486 -0.340
H 0.78353 1.04599 9.35623 -0.308 -0.605 0.394
H 0.49053 1.80790 7.77070 0.333 -0.222 0.444
H 1.75292 2.40859 8.86897 -0.080 0.370 0.077
H 1.01387 -0.72422 7.10747 -0.647 0.091 0.475
H 3.15913 -1.25365 6.00356 0.469 -0.459 -0.379
H 2.43232 -2.48385 7.05015 -0.224 -0.677 -0.008
H 3.78504 -1.46288 7.64611 0.100 -0.099 0.080

---

Record 2
13
Properties=species:S:1:pos:R:3:forces:R:3 method="wB97M-V/def2-TZVPD" total_energy_ha=-766.3143 e_homo_ev="-3.310 / -2.740" mol_weight_g_mol=125.14 largest_force_ev_per_a=2.63 de_lowest_kcal_mol=94.4 multiplicity=1 gap_ev="7.260 / 6.214" total_charge=-1
C 0.00766 1.24305 2.03731 1.020 0.391 -0.415
C 1.00147 -1.05478 -0.64978 0.174 2.587 0.444
C -0.45103 -0.94578 -0.47493 0.201 1.779 -0.549
O -2.37233 0.91589 -0.90239 -0.310 -0.071 0.468
O -0.15844 1.14823 -1.96824 -0.084 -0.074 0.054
F -1.11847 -2.06866 -0.30966 -0.948 -1.756 0.336
S -1.29679 0.22683 -1.64474 0.235 -0.015 -0.465
H -0.68921 1.01287 2.74590 -1.855 -0.411 1.552
H 1.01319 1.17793 2.27204 1.887 0.084 0.994
H -0.12038 1.10846 1.02666 -1.118 0.035 -2.131
H 1.22565 -0.34857 -1.44095 0.105 -0.180 -0.818
H 1.47759 -1.96927 -0.82037 0.452 -1.641 -0.003
H 1.48109 -0.44619 0.12913 0.243 -0.728 0.532

---

Record 3
77
Properties=species:S:1:pos:R:3:forces:R:3 method="wB97M-V/def2-TZVPD" total_energy_ha=-4052.6350 s_squared=3.752 e_homo_ev=-8.565 mol_weight_g_mol=733.33 largest_force_ev_per_a=4.37 multiplicity=4 gap_ev=8.881
C -3.90035 -1.90723 -1.87158 -0.072 -0.865 0.956
C -3.50356 -1.46818 -3.21689 0.023 0.879 -2.122
H -4.91309 -1.59402 -1.63331 -0.113 -0.058 0.109
H -3.22506 -1.48932 -1.10604 -0.205 -0.129 -0.224
H -3.85845 -3.02782 -1.76312 -0.009 0.937 -0.116
C -4.33244 -1.13623 -4.23827 0.972 -0.477 1.506
C -5.81039 -1.19051 -4.19315 -1.022 0.323 -0.718
H -3.88885 -0.81368 -5.16491 0.106 -0.049 -0.192
H -6.21379 -0.86388 -3.23688 -0.053 -0.015 0.099
H -6.18683 -2.20825 -4.37994 0.101 0.203 0.059
H -6.26231 -0.54270 -4.98539 0.358 -0.473 0.631
Er 1.21125 0.04622 4.28247 -0.538 -0.601 0.330
Cl 2.23654 -2.01021 5.00331 0.995 -1.657 0.432
Cl -0.44741 -1.04909 2.84677 -1.044 -0.601 -0.953
C 2.64413 -0.88375 1.86554 -1.458 1.822 3.694
O 2.56715 0.16702 2.61118 0.655 -1.620 -2.396
N 3.37403 -0.88045 0.82923 1.916 0.158 -2.959
C 3.84112 0.36578 0.21214 -0.097 0.263 -0.054
C 3.77757 -2.11173 0.18959 -0.370 -0.770 -0.357
H 2.07116 -1.79671 2.11486 0.521 0.286 0.054
H 3.73166 1.18059 0.93369 0.054 -0.236 -0.225
H 3.23300 0.59208 -0.69019 0.287 -0.232 0.527
H 4.88666 0.26981 -0.09543 -0.159 -0.045 0.137
H 3.42497 -2.95652 0.80106 0.173 0.273 -0.292
H 4.87238 -2.16698 0.10555 -0.322 0.110 0.115
H 3.34104 -2.19395 -0.81533 0.141 0.028 0.182
H -3.37697 1.66257 4.21518 0.402 0.299 0.124
H -2.11840 1.75129 1.83981 0.083 0.232 0.025
C -2.77027 2.53712 4.51462 -0.631 0.398 0.410
C -1.81501 2.72997 2.23941 0.015 -0.545 -0.574
N -1.60675 2.64884 3.67095 -0.407 0.300 -0.413
H -2.46302 2.40899 5.55788 -0.064 -0.042 -0.254
C -0.40836 2.46656 4.16405 1.800 -0.517 -0.620
O 0.55101 1.96586 3.49011 -1.368 2.521 0.599
H -0.87773 3.03437 1.75043 -0.386 -0.143 0.211
H -0.23704 2.82776 5.18541 -0.279 -0.438 -0.085
H -3.38735 3.43943 4.42106 0.018 -0.171 0.050
H -2.60728 3.46431 2.02936 0.269 -0.197 0.170
O -1.53738 -0.02962 -3.15828 -0.052 -0.095 0.237
C -1.99539 -1.34572 -3.46592 -0.030 0.011 0.167
C -1.40109 -0.73414 -5.85394 0.098 -0.113 0.091
C -1.63281 -1.70968 -4.88641 0.221 -0.343 -0.192
H -1.45879 0.31897 -5.57054 0.033 -0.338 -0.098
C -1.09350 -1.11148 -7.16167 -0.044 -0.012 0.138
H -1.50258 -2.06496 -2.79045 -0.021 0.016 -0.123
C -1.56150 -3.06768 -5.23743 -0.017 0.679 0.075
H -0.91174 -0.34166 -7.90524 -0.015 -0.117 0.020
C -1.01962 -2.45675 -7.50458 0.030 0.121 -0.147
C -1.25514 -3.42984 -6.53758 -0.005 -0.285 -0.023
H -1.76299 -3.81608 -4.47429 0.070 0.019 -0.140
H -0.77822 -2.74677 -8.52705 -0.052 0.057 0.254
H -1.19831 -4.48604 -6.79545 0.002 0.208 -0.016
Si -0.11444 0.33261 -2.35985 -0.420 -0.157 -0.251
Cl -0.27109 0.27267 6.18869 -1.294 0.341 1.493
C 0.22527 2.09363 -2.81805 0.140 0.741 -0.204
C 1.25709 -0.79279 -2.94671 0.502 -0.383 -0.254
C -0.32167 0.16894 -0.52655 -0.061 -0.095 0.636
H 0.08115 2.27312 -3.89874 0.081 -0.130 0.404
H 1.26086 2.38678 -2.56867 -0.349 -0.099 -0.059
H -0.44935 2.78497 -2.28108 0.233 -0.292 -0.194
H -1.11694 0.83447 -0.13631 0.362 -0.316 -0.234
H 0.60911 0.44049 0.01227 -0.393 -0.120 -0.192
H -0.58069 -0.86014 -0.21051 0.131 0.450 -0.107
H 1.29741 -0.86122 -4.05118 -0.062 0.057 0.478
H 1.15921 -1.82339 -2.55612 -0.025 0.398 -0.149
H 2.24208 -0.41372 -2.61117 -0.382 -0.124 -0.108
C 4.62556 2.17000 7.38405 0.303 0.340 0.503
C 5.00341 1.18461 6.48994 0.294 -0.155 -0.123
C 4.04222 0.68203 5.62448 1.705 -0.851 -0.230
N 2.80274 1.12711 5.66341 -0.383 -0.499 -1.103
C 2.43328 2.06049 6.49666 -1.415 1.837 1.427
C 3.31751 2.62793 7.39719 0.158 0.142 0.141
H 5.35120 2.58602 8.08723 -0.189 -0.153 -0.227
H 6.02717 0.80476 6.46919 -0.382 0.116 -0.024
H 4.33534 -0.14252 4.90630 -0.782 1.120 0.849
H 1.34900 2.41811 6.53556 1.637 -0.875 -0.343
H 2.99067 3.39910 8.09553 0.084 -0.253 -0.238

---

Record 4
14
Properties=species:S:1:pos:R:3:forces:R:3 method="wB97M-V/def2-TZVPD" total_energy_ha=-742.4019 e_homo_ev=-8.856 mol_weight_g_mol=130.17 largest_force_ev_per_a=9.66 de_lowest_kcal_mol=240.3 multiplicity=1 gap_ev=8.058
C -1.02159 2.00484 -1.13639 4.591 6.082 -1.747
C -0.42728 1.25688 -0.02303 -0.336 -2.726 0.719
C -0.29523 -1.05369 -0.04468 4.641 -1.185 -1.491
C 0.74614 -2.16775 0.60666 0.116 3.431 -3.321
C 0.88527 -0.55190 0.67251 3.778 -5.943 -2.497
H -2.70161 1.82536 -1.48900 4.440 0.611 0.617
H -0.49537 1.83728 0.87939 -0.218 0.595 0.245
H 0.17265 -1.15668 -1.15799 -2.443 0.693 1.996
H 1.31059 -2.85341 -0.10830 -1.200 1.512 0.234
H 0.68178 -2.68704 1.46969 -0.649 -0.868 3.206
H 0.78547 -0.19561 1.59261 -1.305 0.374 4.177
O 0.00028 2.95425 -1.43068 -7.943 -5.462 0.546
O -1.09808 -0.00905 0.34423 -3.430 1.026 -1.120
S 1.45698 0.79652 -0.17501 -0.042 1.861 -1.565